The following is a quantum chemistry calculation of 7 unconnected molecules or ions with the total composition C14H35N7O7, from OMol25.

The energy above the lowest of the compared OMol25 structures with the same formula, charge and spin is 23.8 kJ/mol. As for the SMILES: CC(N)=O.CC(N)=O.CC(N)=O.CC(N)=O.CC(N)=O.CC(N)=O.CC(N)=O. The HOMO-LUMO gap is 9.690 eV. The calculation puts the maximum force at 0.0665 hartree/bohr.

XYZ file:
```
63
Properties=species:S:1:pos:R:3:forces:R:3
C -14.16113 8.40277 7.26619 -0.258 -0.002 -0.821
C -12.96159 7.94862 6.47484 1.079 -0.262 3.231
N -11.89669 7.46969 7.27117 0.151 -1.072 -1.124
O -12.91526 8.14074 5.30227 0.559 -0.193 -2.471
H -13.98146 8.27192 8.30656 0.092 0.573 0.958
H -15.00839 7.75592 7.05167 -0.118 -0.116 -0.327
H -14.41112 9.42246 6.90357 0.147 -0.575 0.669
H -11.12596 6.90611 6.84487 -1.132 1.179 -0.040
H -12.05660 7.09367 8.21566 -0.452 0.525 -0.282
C -18.36312 7.26150 10.56258 -0.549 -0.433 2.043
C -17.79081 6.35327 9.53783 0.554 -0.798 -0.942
N -17.93586 6.75435 8.26057 -1.513 1.473 -0.767
O -17.16654 5.32930 9.83855 -0.145 0.119 0.071
H -18.06240 6.90936 11.59124 0.292 0.686 -1.141
H -19.45040 7.20115 10.66528 -0.061 -0.044 -0.672
H -18.11732 8.29080 10.33499 0.166 0.217 0.287
H -17.61238 6.17560 7.44949 -0.255 0.567 1.028
H -18.62405 7.56327 8.10651 1.406 -1.785 -0.024
C -20.67647 10.82275 6.90133 0.323 -1.952 -0.439
C -21.23701 9.51085 7.47754 -1.079 -1.366 0.649
N -22.60066 9.51822 7.70366 -0.871 0.672 -0.477
O -20.62106 8.50541 7.83905 0.333 1.302 -0.834
H -20.65917 11.43244 7.77172 0.122 1.155 0.443
H -21.30003 11.21652 6.08379 0.229 -0.060 0.519
H -19.64603 10.62989 6.55172 -0.565 0.215 0.191
H -23.15256 8.66892 7.87751 1.037 0.548 0.057
H -23.17647 10.34058 7.50301 0.631 -0.558 -0.054
C -10.92518 3.46651 10.13727 1.389 -1.516 0.259
C -9.58551 3.93039 10.74331 -1.627 -0.001 -0.231
N -9.66239 4.99088 11.59397 2.193 -0.633 -0.052
O -8.56703 3.35763 10.47390 1.165 -0.359 -0.195
H -10.78870 2.44555 9.75923 0.120 0.105 0.434
H -11.21616 3.98021 9.27814 -0.114 1.479 -1.433
H -11.77836 3.48281 10.76048 -0.732 0.113 1.121
H -8.76833 5.45807 11.82997 -1.254 -0.415 -0.185
H -10.52135 5.44924 11.60487 -1.215 1.297 0.169
C -11.53100 4.75810 5.21011 0.255 -0.734 2.151
C -12.98098 4.60439 5.61853 -0.613 0.725 0.699
N -13.83551 5.29439 4.84080 0.731 -0.169 -0.075
O -13.38360 3.95207 6.62377 1.239 0.786 -1.689
H -10.97691 4.55204 6.18007 -0.174 0.335 -1.425
H -11.27345 5.72062 4.75961 -0.259 -0.096 0.245
H -11.31914 3.97618 4.50112 0.299 -0.391 -0.248
H -14.77389 5.23664 5.17121 -1.024 0.414 -0.020
H -13.51470 6.06760 4.23792 -0.380 -0.794 0.713
C -18.35833 3.25830 6.77313 1.559 0.461 -1.101
C -16.89007 3.77067 6.71961 -0.471 1.065 -0.163
N -15.90635 2.84170 6.97585 -0.557 1.532 0.337
O -16.66707 4.95543 6.34616 0.038 -2.301 0.465
H -18.36592 2.24235 7.17345 -0.440 0.194 -0.146
H -18.62659 3.30728 5.68876 -0.098 -0.467 0.830
H -19.01517 3.95918 7.27931 0.129 -0.068 0.282
H -16.14509 2.17756 7.71077 0.205 0.109 -0.532
H -14.95933 3.27789 6.99391 -0.490 -0.577 -0.092
C -14.44159 6.61020 11.33169 -1.926 0.958 0.270
C -13.58561 6.20106 10.17519 0.788 -1.153 -1.496
N -14.16550 5.26100 9.42994 -1.455 -1.792 -1.191
O -12.43795 6.55007 9.87154 0.009 0.779 1.348
H -14.09345 6.06353 12.22184 -0.156 0.312 -0.206
H -15.57301 6.32595 11.12846 2.441 0.536 0.515
H -14.38493 7.71827 11.50752 0.105 -1.083 -0.041
H -15.16007 5.08368 9.63003 0.606 -0.141 -0.442
H -13.73423 4.71155 8.62809 -0.406 1.478 1.391
```
Positions in Å, forces in eV/Å.


The following is a quantum chemistry calculation of 14 unconnected molecules or ions with the total composition C30H65FN15O28, from OMol25.

As for the total charge: +1. The HOMO-LUMO gap is 8.969 eV. The calculation puts the maximum force at 0.0162 hartree/bohr.

XYZ file:
```
139
Properties=species:S:1:pos:R:3:forces:R:3
C -2.43242 -0.70820 3.93074 0.058 0.150 0.000
C -3.26634 -0.58341 3.08172 0.103 0.017 0.147
C -4.19918 -0.44741 1.97255 0.234 -0.080 0.037
C -3.56477 0.39520 0.83430 -0.328 -0.284 0.104
C -4.19613 1.77232 0.85762 0.565 -0.385 0.201
N -3.71900 2.68485 -0.26853 -0.355 0.041 0.444
C -4.17807 2.13201 -1.58643 0.086 -0.028 -0.511
C -4.42856 3.13435 -2.72235 -0.360 -0.199 -0.111
C -4.28597 2.46980 -4.07171 -0.213 0.146 0.230
F -3.59232 4.23664 -2.61748 0.151 -0.034 -0.052
O -2.32675 2.66138 -0.05823 -0.201 -0.299 -0.148
C -1.45879 3.08830 -1.12264 0.478 0.449 -0.095
C -0.06494 2.87389 -0.58495 -0.034 -0.279 0.450
O 0.27021 1.50539 -0.60681 -0.058 0.057 -0.136
C 0.45871 0.92912 0.68424 0.099 -0.254 0.144
C 0.70065 -0.56142 0.50795 -0.010 0.261 -0.065
C -4.28366 4.06051 0.02825 0.811 -0.168 -0.102
C -5.64339 4.23060 -0.03528 -0.407 -0.272 -0.088
C -6.14771 5.48231 0.26541 0.156 0.045 0.008
C -5.24458 6.47228 0.61075 -0.336 0.014 -0.047
C -3.90346 6.15919 0.64884 0.588 0.376 0.174
N -3.39182 4.95983 0.36177 -0.611 -0.034 -0.013
H -1.68279 -0.80082 4.67710 0.003 -0.063 0.105
H -4.42876 -1.44778 1.61065 -0.112 -0.048 -0.053
H -5.12690 -0.00641 2.33825 -0.124 0.004 -0.046
H -3.71903 -0.11900 -0.11240 -0.033 0.068 -0.119
H -2.50194 0.45730 1.02785 0.125 0.055 -0.216
H -3.88558 2.27265 1.77065 -0.205 0.175 0.082
H -5.27608 1.68837 0.81463 -0.123 0.318 -0.110
H -3.48059 1.35966 -1.89340 0.323 0.077 0.161
H -5.11929 1.61693 -1.41455 -0.088 -0.008 0.183
H -5.45049 3.50600 -2.64848 0.029 0.229 0.145
H -5.09026 1.74279 -4.17795 0.078 -0.207 -0.035
H -3.32106 1.98546 -4.19094 0.088 -0.013 -0.088
H -4.44651 3.21624 -4.84356 0.147 0.055 -0.121
H -1.57313 2.47793 -2.01589 -0.244 -0.041 -0.062
H -1.60027 4.14244 -1.32571 -0.161 0.111 -0.090
H 0.63396 3.46591 -1.17337 -0.001 -0.135 -0.149
H -0.03270 3.25811 0.43785 0.073 0.134 0.038
H 1.31222 1.39913 1.16791 -0.002 0.105 0.075
H -0.42048 1.10460 1.31184 -0.138 0.080 -0.061
H 0.29320 -0.84631 -0.45905 -0.074 -0.223 -0.026
H 1.76133 -0.79520 0.52006 0.076 -0.063 -0.062
H 0.21381 -1.14041 1.28780 -0.028 -0.069 0.053
H -6.29472 3.41269 -0.30284 -0.119 -0.014 -0.013
H -7.20862 5.67200 0.23092 -0.098 0.012 -0.006
H -5.56796 7.47368 0.84551 -0.030 0.079 0.030
H -3.19655 6.92651 0.93687 0.147 -0.027 -0.036
C -3.48931 -4.87392 5.70807 0.032 -0.159 -0.014
N -2.97786 -4.40946 4.39172 0.055 -0.015 -0.032
O -1.80394 -4.56921 4.13902 -0.022 0.035 0.011
O -3.78114 -3.88801 3.64055 -0.122 0.005 -0.091
H -2.66565 -5.30386 6.26271 0.029 0.022 -0.007
H -3.89800 -4.01193 6.22037 -0.043 0.031 -0.006
H -4.26374 -5.60884 5.50611 -0.031 0.031 -0.027
C 3.74780 -0.70224 -2.07702 0.005 0.164 -0.052
N 4.60634 -1.87136 -2.40446 -0.006 -0.060 -0.040
O 5.41056 -1.75608 -3.30551 -0.004 0.004 0.003
O 4.43446 -2.87629 -1.74549 0.014 0.019 0.018
H 4.00896 0.11303 -2.74037 0.042 -0.024 -0.019
H 2.71645 -1.01279 -2.21293 -0.006 -0.034 0.067
H 3.93351 -0.44175 -1.03951 -0.037 -0.036 0.024
C 3.71848 4.52903 2.00338 0.041 0.297 0.020
N 3.74472 3.45267 0.98293 -0.162 -0.045 -0.061
O 4.15569 3.71314 -0.12727 0.001 0.003 -0.015
O 3.31260 2.36265 1.31718 0.188 0.027 0.048
H 4.09626 5.43733 1.55067 -0.003 -0.027 -0.061
H 2.68263 4.64687 2.30853 -0.004 -0.044 0.021
H 4.33593 4.21094 2.83627 -0.067 -0.095 -0.022
C -2.69575 7.41530 -2.92329 0.050 -0.034 0.123
N -3.34704 8.70532 -3.28104 -0.036 -0.010 -0.001
O -3.51203 9.51742 -2.39435 -0.016 -0.009 0.014
O -3.67728 8.84434 -4.43804 0.017 0.009 0.027
H -2.46255 7.43240 -1.86508 0.016 0.025 -0.005
H -3.39694 6.62308 -3.16508 0.025 -0.010 -0.064
H -1.79658 7.32195 -3.52430 -0.031 -0.010 -0.058
C 5.63794 -5.17730 -3.68300 -0.005 0.133 -0.085
N 6.48959 -6.32807 -4.08388 -0.119 0.118 -0.008
O 7.28034 -6.17251 -4.99472 -0.035 -0.070 0.048
O 6.33221 -7.36659 -3.47673 0.015 -0.115 0.011
H 5.87925 -4.33186 -4.31480 0.018 -0.015 -0.009
H 4.60488 -5.48659 -3.81647 -0.016 -0.029 0.063
H 5.84006 -4.96107 -2.63887 -0.034 -0.055 0.022
C 2.73978 6.13252 -2.54834 0.073 0.050 -0.007
N 1.95528 6.16361 -1.28346 0.199 -0.016 -0.030
O 2.50398 6.57860 -0.28941 -0.168 -0.021 0.051
O 0.80761 5.75232 -1.33059 -0.006 0.115 -0.009
H 3.72989 6.51865 -2.34169 -0.003 -0.003 0.036
H 2.77706 5.09856 -2.87739 -0.037 -0.013 -0.009
H 2.21163 6.74601 -3.27198 -0.037 -0.038 -0.015
C -5.51878 -5.65126 1.31215 -0.041 0.073 -0.092
N -5.92793 -6.97985 1.84401 -0.021 0.004 -0.001
O -6.76022 -7.60781 1.22685 0.029 0.006 0.022
O -5.39360 -7.33860 2.87343 0.002 0.003 0.017
H -6.07303 -5.45984 0.40112 -0.030 -0.068 0.003
H -5.73952 -4.91792 2.08187 0.095 -0.005 0.039
H -4.44933 -5.69073 1.12947 0.023 0.017 0.082
C -3.87194 4.65772 4.20914 -0.061 0.042 -0.113
N -4.26894 3.30652 4.69682 0.014 -0.048 0.063
O -5.19980 2.75045 4.14104 0.048 0.024 -0.154
O -3.63011 2.84962 5.61402 -0.017 0.011 0.000
H -4.53752 4.94083 3.40136 -0.029 -0.035 0.010
H -3.95021 5.34544 5.04534 0.056 -0.032 0.041
H -2.84168 4.58532 3.87187 0.028 0.017 0.056
C 9.39472 -4.14476 -5.31665 0.017 -0.012 -0.081
N 10.55355 -3.26288 -5.63171 0.006 0.011 -0.015
O 11.03539 -3.33255 -6.74240 -0.008 0.002 0.018
O 10.93670 -2.52674 -4.74556 -0.010 -0.011 -0.005
H 9.16130 -4.74080 -6.18806 0.038 0.014 -0.038
H 9.68356 -4.76822 -4.47705 -0.018 0.029 0.042
H 8.56712 -3.49747 -5.04423 0.005 -0.001 0.061
C 5.22087 -7.46484 -7.58564 0.032 -0.001 0.114
N 4.33118 -6.28530 -7.77956 0.014 0.020 -0.014
O 4.21627 -5.49724 -6.86098 0.036 -0.038 0.074
O 3.77851 -6.18796 -8.85263 -0.006 -0.003 0.009
H 5.64888 -7.41730 -6.59214 0.004 0.023 -0.012
H 4.61023 -8.35235 -7.71873 -0.004 0.003 -0.063
H 5.98965 -7.41537 -8.35026 -0.029 -0.020 -0.043
C 3.89231 -8.55230 -1.11534 0.107 -0.002 0.064
N 3.15516 -7.28813 -1.38956 0.055 0.016 0.010
O 3.10154 -6.45635 -0.50840 -0.010 -0.011 -0.026
O 2.66304 -7.16894 -2.49365 0.003 0.015 -0.015
H 4.27921 -8.50769 -0.10483 -0.028 0.031 0.013
H 3.19413 -9.37386 -1.24112 -0.016 0.016 -0.071
H 4.69363 -8.61180 -1.84678 -0.035 -0.019 -0.040
C 5.62024 0.81958 4.02108 0.042 -0.104 0.003
N 6.53078 1.93552 3.64475 0.003 -0.005 -0.040
O 7.70986 1.70325 3.54166 -0.016 0.012 0.010
O 6.01159 3.02342 3.45747 0.067 -0.053 0.034
H 6.21549 -0.07627 4.14763 0.027 0.013 -0.006
H 5.12525 1.10543 4.94400 -0.035 0.031 -0.020
H 4.89616 0.71404 3.21794 -0.036 0.053 0.021
C -4.07976 -2.10719 10.20245 0.077 0.093 -0.023
N -3.85064 -3.24722 9.27305 0.024 -0.065 -0.034
O -3.10050 -3.07624 8.32993 -0.018 0.105 0.069
O -4.43153 -4.28078 9.51646 -0.021 0.013 -0.008
H -3.49829 -1.26215 9.85546 0.013 -0.016 -0.024
H -5.14399 -1.89375 10.19256 -0.018 -0.047 0.039
H -3.76762 -2.43066 11.19048 -0.051 -0.031 0.014
```
Positions in Å, forces in eV/Å.


Calculated E_HOMO in order - -9.33, -11.79 eV